(one)
# C16H18N4O3S

One molecule with the formula C16H18N4O3S (the ωB97M-V functional and the def2-TZVPD basis, the Open Molecules 2025 dataset).

Each line ends with the Löwdin charge.
Positions of all 42 atoms, in Å:
C1 -8.5080 -0.9498 1.0842  -0.0005
C2 -7.1192 -0.6994 0.6325  -0.3082
C3 -6.2367 0.3123 0.8811  0.0517
C4 -5.0877 -0.0580 0.1331  -0.2162
N1 -5.2908 -1.1937 -0.4949  0.1226
O1 -6.5396 -1.5921 -0.1903  0.0169
C5 -3.8568 0.6771 0.0488  -0.2800
N2 -3.5845 1.7756 0.6877  0.1049
N3 -2.3419 2.1373 0.3329  0.0975
C6 -1.9070 1.2509 -0.5065  -0.3368
O2 -2.8254 0.2868 -0.7295  0.1616
C7 -0.5794 1.1952 -1.1535  -0.0943
C8 0.3759 0.3182 -0.3365  -0.0858
C9 1.7378 0.2613 -1.0133  -0.4504
O3 1.9706 0.8633 -2.0440  0.0587
N4 2.6649 -0.5078 -0.3957  -0.0706
C10 2.4175 -1.2103 0.8400  -0.0400
H1 1.6629 -1.9903 0.7113  0.0973
H2 3.3415 -1.6776 1.1717  0.0633
H3 2.0849 -0.5274 1.6247  0.0975
C11 3.9977 -0.6073 -0.9963  -0.3479
C12 5.0260 -0.0609 -0.0574  -0.4793
C13 5.2841 1.2518 0.1939  -0.1156
C14 6.2887 1.4464 1.1677  -0.1849
C15 6.7813 0.2779 1.6474  -0.4121
S1 6.0283 -1.0855 0.9231  1.0382
H4 7.5452 0.1228 2.3829  0.0588
H5 6.6293 2.4140 1.4900  0.1011
H6 4.7725 2.0527 -0.3093  0.1184
C16 4.2968 -2.0331 -1.4500  -0.0535
H7 3.5223 -2.3719 -2.1333  0.0888
H8 4.3458 -2.7164 -0.6051  0.0598
H9 5.2528 -2.0568 -1.9661  0.0854
H10 3.9502 0.0476 -1.8756  0.1453
H11 0.4841 0.7352 0.6671  0.1289
H12 -0.0274 -0.6931 -0.2475  0.1283
H13 -0.1742 2.2040 -1.2236  0.1334
H14 -0.6775 0.7823 -2.1582  0.1338
H15 -6.3516 1.1848 1.4854  0.1166
H16 -8.7933 -0.2094 1.8247  0.0874
H17 -9.1919 -0.8942 0.2384  0.0903
H18 -8.5874 -1.9467 1.5136  0.0896

Output
E_HOMO: -8.87 eV
Net charge: 0
Frontier orbital gap: 9.4572 eV

***

(two)
# C16H18N4O3S

One molecule with the formula C16H18N4O3S (the ωB97M-V functional and the def2-TZVPD basis, the Open Molecules 2025 dataset).

Each line ends with the Löwdin charge.
Positions of all 42 atoms, in Å:
C1 -6.5798 -1.1642 -0.0499  -0.0673
H1 -7.2595 -2.0163 -0.0287  0.0943
O1 -5.2931 -1.7273 0.0880  -0.0613
C2 -4.1638 -0.9722 0.0698  -0.1865
C3 -2.9952 -1.7303 0.0507  0.0403
C4 -1.7440 -1.1330 0.0366  -0.2108
C5 -1.6602 0.2612 0.0582  0.0259
C6 -2.8039 1.0349 0.0964  -0.1832
C7 -4.0820 0.4301 0.0842  -0.1205
O2 -5.2452 1.1547 0.1434  -0.1024
C8 -5.3606 2.3436 -0.6141  -0.0622
H2 -4.9428 3.2006 -0.0835  0.0875
H3 -4.8722 2.2479 -1.5865  0.1039
H4 -6.4316 2.4917 -0.7587  0.0948
O3 -2.7803 2.3999 0.1669  -0.1008
C9 -1.5346 3.0539 0.1747  -0.0723
H5 -0.9367 2.7696 1.0459  0.0988
H6 -1.7654 4.1167 0.2297  0.0976
H7 -0.9690 2.8547 -0.7410  0.0992
H8 -0.6826 0.7096 0.0640  0.0945
C10 -0.5558 -1.9494 0.0077  -0.0785
N1 0.6130 -1.4328 -0.0023  0.0396
N2 1.6951 -2.2206 -0.0272  -0.0507
C11 2.9585 -1.6966 -0.0329  -0.8285
N3 2.9733 -0.3454 -0.0122  0.0685
C12 4.0074 0.5757 -0.0085  -0.2162
C13 5.3647 0.2581 -0.0209  -0.0323
C14 6.2836 1.2932 -0.0149  -0.0566
C15 5.8276 2.6020 0.0029  -0.1624
N4 4.5404 2.9120 0.0150  0.0539
C16 3.6628 1.9331 0.0097  -0.1011
H9 2.6209 2.2335 0.0203  0.1078
H10 6.5103 3.4403 0.0081  0.1001
H11 7.3409 1.0796 -0.0237  0.1030
H12 5.6882 -0.7691 -0.0347  0.0256
H13 2.0321 0.0443 0.0032  0.1211
S1 4.2285 -2.7464 -0.0640  0.6598
H14 1.6163 -3.2378 -0.0391  0.1292
H15 -0.6969 -3.0342 -0.0039  0.1308
H16 -3.1007 -2.8034 0.0378  0.1253
H17 -6.8160 -0.4849 0.7704  0.0948
H18 -6.6904 -0.6389 -1.0016  0.0974

Output
E_HOMO: -8.04 eV
Net charge: 0
Frontier orbital gap: 7.9899 eV

***

The structure with the least stability is (two).

***

(one)
# C21H23N3O2S

One molecule with the formula C21H23N3O2S (the ωB97M-V functional and the def2-TZVPD basis, the Open Molecules 2025 dataset).

Each line ends with the Löwdin charge.
Positions of all 50 atoms, in Å:
N1 -1.1614 -2.2770 -7.8482  0.1464
O1 0.9416 -1.7435 -0.0232  0.0692
C1 -1.2343 -2.2854 -6.6935  -0.1841
O2 0.1850 0.3730 0.2965  0.0379
S1 -4.8974 0.3272 -0.0875  0.9707
C2 0.0249 -0.9122 -0.0190  -0.4584
C3 -3.7326 1.4729 -0.7074  -0.3976
C4 -3.6385 -0.8491 0.0463  -0.3910
C5 -2.4598 0.9365 -0.7875  -0.1088
C6 -2.3916 -0.4606 -0.3618  -0.3026
C7 -2.4525 -2.2096 -4.5000  -0.0234
C8 -0.0642 -2.6893 -4.5334  -0.0035
C9 -2.4877 -2.3896 -3.1262  -0.0298
C10 -0.1080 -2.8199 -3.1250  -0.0072
C11 -1.2548 -2.3548 -5.2420  -0.2182
C12 -1.3051 -2.6249 -2.4350  -0.2037
N2 -1.2609 -1.3205 -0.4271  0.0471
N3 1.8732 2.3303 3.3949  -0.1654
C13 0.6043 2.9209 3.9130  -0.0644
C14 -1.4202 -2.7179 -0.9259  -0.0719
C15 3.6129 0.8444 3.0944  -0.1125
C16 3.8183 2.0903 2.1621  -0.1235
C17 1.0574 0.2497 2.4940  -0.0679
C18 1.4896 2.1913 0.9582  -0.0630
C19 1.3245 0.6695 1.0494  -0.3036
C20 2.1122 0.8781 3.4370  -0.2805
C21 2.4357 2.7519 2.0733  -0.2581
H1 -3.9869 2.4935 -0.9736  0.0652
H2 -3.8116 -1.8578 0.3544  0.0644
H3 -1.5683 1.4861 -1.1543  0.1198
H4 -3.3600 -1.9037 -5.0493  0.1248
H5 0.8659 -2.7939 -5.1015  0.1186
H6 -3.4091 -2.2304 -2.5632  0.1163
H7 0.7789 -3.0305 -2.5235  0.1165
H8 0.3755 2.5394 4.9446  0.0959
H9 0.7819 3.9920 3.9273  0.0750
H10 -0.2878 2.6771 3.2836  0.0731
H11 -2.4177 -3.1190 -0.6429  0.1221
H12 -0.6755 -3.4565 -0.6007  0.1304
H13 4.0272 -0.0724 2.6785  0.1093
H14 4.2026 1.0877 3.9738  0.1017
H15 4.2087 1.7211 1.2076  0.1077
H16 4.5320 2.7816 2.6470  0.1127
H17 0.0648 0.5257 2.8553  0.1210
H18 1.1172 -0.8423 2.4758  0.1214
H19 0.4981 2.6330 1.1031  0.1154
H20 1.8276 2.4970 -0.0116  0.1109
H21 2.2271 0.1882 0.6273  0.1620
H22 1.9031 0.4586 4.4354  0.1435
H23 2.4959 3.8440 2.0307  0.1398

Output
E_HOMO: -8.22 eV
Net charge: 0
Frontier orbital gap: 8.5669 eV

***

(two)
# C21H23N3O2S

One molecule with the formula C21H23N3O2S (the ωB97M-V functional and the def2-TZVPD basis, the Open Molecules 2025 dataset).

Each line ends with the Löwdin charge.
Positions of all 50 atoms, in Å:
C1 -2.8201 -4.5474 0.7374  -0.0478
C2 -1.7733 -3.5180 0.4438  -0.2687
C3 -1.0865 -2.9038 1.4856  -0.0366
C4 -0.1287 -1.9469 1.2211  -0.0026
C5 0.1528 -1.5860 -0.0917  -0.1893
C6 -0.4922 -2.2151 -1.1591  -0.1953
C7 -1.4565 -3.1684 -0.8609  0.0039
H1 -1.9664 -3.6600 -1.6773  0.1181
C8 -0.1524 -1.8894 -2.5802  -0.0144
H2 -0.6678 -0.9864 -2.9074  0.0822
H3 -0.4503 -2.7037 -3.2358  0.0829
H4 0.9171 -1.7216 -2.6936  0.0924
N1 1.1321 -0.5936 -0.3181  -0.0538
N2 2.3751 -0.7908 0.0999  0.1536
C9 3.0846 0.2665 -0.2835  -0.3042
C10 2.2582 1.1758 -0.9755  0.0740
C11 1.0050 0.5945 -0.9755  -0.1173
C12 -0.2450 1.1899 -1.4865  -0.4570
O1 -0.2511 2.0065 -2.3890  0.0735
N3 -1.3722 0.7804 -0.8551  0.0926
H5 -1.3229 0.1706 -0.0532  0.1240
C13 -2.6688 1.3514 -1.1107  -0.1060
H6 -3.3790 0.5457 -1.3209  0.1278
H7 -2.5830 2.0068 -1.9796  0.1296
C14 -3.1525 2.1498 0.1118  -0.3040
H8 -4.2115 2.4026 -0.0330  0.1476
C15 -2.3105 3.4078 0.3733  -0.1184
H9 -2.7861 4.3012 -0.0234  0.1182
H10 -1.3297 3.3007 -0.0916  0.1104
C16 -2.1810 3.4252 1.8947  -0.1476
H11 -1.2825 3.9284 2.2427  0.1128
C17 -2.1729 1.9314 2.2080  -0.2035
H12 -2.5277 1.6899 3.2116  0.1210
O2 -3.0638 1.3378 1.2822  -0.1083
H13 -1.1601 1.5182 2.0818  0.1147
H14 -3.0546 3.8965 2.3462  0.1141
H15 2.5211 2.1206 -1.4017  0.1167
C18 4.4850 0.3830 0.0082  -0.4810
C19 5.3441 1.3867 -0.3484  -0.1242
C20 6.6583 1.1716 0.1100  -0.1943
C21 6.7837 0.0123 0.8077  -0.4202
S1 5.2990 -0.8468 0.9212  1.0428
H16 7.6632 -0.3946 1.2656  0.0573
H17 7.4723 1.8503 -0.0725  0.0992
H18 5.0440 2.2458 -0.9206  0.1086
H19 0.4156 -1.4697 2.0220  0.1189
H20 -1.3057 -3.1771 2.5067  0.1151
H21 -3.6008 -4.1226 1.3668  0.0838
H22 -3.2733 -4.9179 -0.1781  0.0744
H23 -2.3823 -5.3881 1.2742  0.0842

Output
E_HOMO: -8.05 eV
Net charge: 0
Frontier orbital gap: 8.7755 eV

***

The structure with the least stability is (one).

***

(one)
# CHFNO3

A 2-piece molecular cluster, CHFNO3 overall (the ωB97M-V functional and the def2-TZVPD basis, the Open Molecules 2025 dataset).

Each line ends with the Löwdin charge.
Positions of all 7 atoms, in Å:
C1 1.0231 0.1892 -0.2194  -0.9086
N1 0.0534 -0.0076 0.6373  0.2360
O1 1.8615 -0.5151 0.3992  0.0178
O2 1.1471 0.7994 -1.2464  0.0386
O3 -1.7918 0.6890 0.3484  -0.1852
F1 -2.0503 -0.2601 -0.6254  -0.2448
H1 -0.2430 -0.8948 0.7062  0.0462

Output
E_HOMO (spin up / spin down): -4.62 / -4.60 eV
Net charge: -1
Frontier orbital gap (spin up / spin down): 8.7845 / 8.7594 eV

***

(two)
# CHFNO3

A 2-piece molecular cluster, CHFNO3 overall (the ωB97M-V functional and the def2-TZVPD basis, the Open Molecules 2025 dataset).

Each line ends with the Löwdin charge.
Positions of all 7 atoms, in Å:
C1 -0.5169 -1.0204 -0.6706  -0.8323
N1 -0.1663 -0.1676 0.3544  0.2014
O1 -1.7779 -0.7981 -0.3707  -0.0353
O2 0.0984 -1.7502 -1.3387  0.0888
O3 1.5920 0.7852 0.9700  -0.2703
F1 1.1676 2.0679 0.8799  -0.2706
H1 -0.3969 0.8831 0.1758  0.1183

Output
E_HOMO (spin up / spin down): -4.34 / -4.30 eV
Net charge: -1
Frontier orbital gap (spin up / spin down): 8.4406 / 8.3956 eV

***

The structure with the least stability is (two).

***

(one)
# C4H16NO2

A 3-piece molecular cluster, C4H16NO2 overall (the ωB97M-V functional and the def2-TZVPD basis, the Open Molecules 2025 dataset).

Each line ends with the Löwdin charge.
Positions of all 23 atoms, in Å:
C1 -1.3752 -1.7935 -0.6392  -0.0442
C2 -0.0736 -0.9727 -0.4629  -0.1882
N1 -0.2939 0.5089 -0.4717  0.0660
C3 0.1786 1.0555 -1.7980  -0.1873
C4 1.6120 1.5732 -1.7337  -0.0532
H1 -1.1933 -2.7330 -0.1227  0.0887
H2 -1.5800 -1.8831 -1.7006  0.0812
H3 -2.1994 -1.3575 -0.0734  0.0772
H4 0.3583 -1.2543 0.4967  0.1071
H5 0.6570 -1.3204 -1.1838  0.1309
H6 0.3271 0.8858 0.2521  0.1266
H7 -1.2596 0.7865 -0.3458  0.1737
H8 -0.5118 1.8484 -2.1032  0.1299
H9 0.0575 0.3621 -2.6290  0.1268
H10 1.5628 2.5424 -1.2231  0.0892
H11 2.2916 0.9637 -1.1451  0.0877
H12 1.9604 1.7974 -2.7361  0.0910
H13 -0.8797 -1.3364 3.8935  0.0716
H14 -2.0227 -0.5392 3.0985  0.0588
O1 -1.0964 -0.7757 3.1419  -0.0368
H15 0.4558 0.1720 2.5942  0.0142
H16 1.7791 0.9526 2.7754  0.0516
O2 1.2456 0.5172 2.1161  -0.0627

Output
E_HOMO: -15.19 eV
Net charge: +1
Frontier orbital gap: 12.3387 eV

***

(two)
# C4H16NO2

A 3-piece molecular cluster, C4H16NO2 overall (the ωB97M-V functional and the def2-TZVPD basis, the Open Molecules 2025 dataset).

Each line ends with the Löwdin charge.
Positions of all 23 atoms, in Å:
C1 0.8128 0.8402 -0.5036  -0.1463
C2 1.3544 0.5471 0.9938  -0.1658
C3 0.3545 0.8545 2.1032  -0.2460
C4 -0.8757 -0.0322 2.2623  -0.1069
N1 -0.2311 -0.1445 -0.8749  0.1455
H1 0.4226 1.8562 -0.4952  0.1225
H2 1.6353 0.8711 -1.2309  0.1331
H3 1.6175 -0.5209 0.9825  0.1082
H4 2.3077 1.0663 0.9984  0.1107
H5 0.9083 0.9394 3.0623  0.1249
H6 -0.0779 1.8383 1.8443  0.1152
H7 -1.5441 0.1018 1.3982  0.0561
H8 -1.5094 0.2552 3.0961  0.0815
H9 -0.7298 -1.1075 2.4452  0.0862
H10 -0.9730 -0.2778 -0.1869  0.1182
H11 0.2056 -1.0804 -0.7950  0.1140
H12 -0.6414 0.4158 -1.6686  0.0951
H13 0.3604 -3.4427 -0.3088  0.0690
H14 0.3682 -3.4976 -1.8729  0.0695
O1 0.1777 -2.9389 -1.1126  -0.0407
H15 -0.6311 0.9462 -3.7272  0.0869
H16 -2.0844 1.3347 -3.4093  0.0874
O2 -1.2270 1.1757 -3.0002  -0.0184

Output
E_HOMO: -14.96 eV
Net charge: +1
Frontier orbital gap: 12.0986 eV

***

(three)
# C4H16NO2

A 3-piece molecular cluster, C4H16NO2 overall (the ωB97M-V functional and the def2-TZVPD basis, the Open Molecules 2025 dataset).

Each line ends with the Löwdin charge.
Positions of all 23 atoms, in Å:
C1 -0.1372 0.2184 -0.6949  -0.1319
C2 1.2001 0.5048 -0.0701  -0.2109
C3 1.6646 1.9700 -0.2696  -0.2384
C4 0.9237 2.9709 0.6054  -0.1000
N1 -0.9343 -0.7497 0.1545  0.1673
H1 -0.7118 1.1415 -0.6521  0.1245
H2 -0.0946 -0.1947 -1.6906  0.1342
H3 1.1336 0.3900 1.0084  0.1072
H4 1.9937 -0.2169 -0.2590  0.1171
H5 2.7186 1.8885 -0.0002  0.1155
H6 1.5171 2.2321 -1.2997  0.1064
H7 -0.0731 3.2240 0.2650  0.0680
H8 1.5301 3.8712 0.6463  0.0799
H9 0.8186 2.6041 1.6347  0.0797
H10 -1.2581 -0.1908 0.9446  0.1654
H11 -0.3411 -1.4223 0.6614  0.1042
H12 -1.7306 -1.2101 -0.3111  0.0991
H13 1.3973 -3.0935 0.9942  0.0699
H14 0.5119 -3.9215 0.1014  0.0726
O1 0.5484 -3.0598 0.5353  -0.0402
H15 -4.0494 -1.8957 -0.3166  0.0720
H16 -3.4293 -2.8480 -1.3434  0.0814
O2 -3.1981 -2.2127 -0.6440  -0.0428

Output
E_HOMO: -14.99 eV
Net charge: +1
Frontier orbital gap: 12.0854 eV

***

The structure with the least stability is (two).